1.
{
  "formula": "C28H29N4O2PPdS4Se",
  "method": "ωB97M-V/def2-TZVPD",
  "multiplicity": 3,
  "s2": 2.024,
  "charge": -2,
  "gap_ev": [4.28, 6.18],
  "e_lumo_ev": [4.07, 4.03],
  "e_homo_ev": [-0.2, -2.2],
  "symbols": ["Pd", "C", "C", "C", "C", "N", "C", "S", "N", "C", "H", "H", "H", "H", "H", "H", "H", "H", "C", "N", "C", "Se", "N", "C", "C", "C", "C", "C", "C", "H", "H", "H", "H", "H", "H", "H", "H", "S", "P", "S", "C", "C", "C", "C", "C", "C", "C", "C", "C", "C", "C", "C", "H", "H", "H", "H", "H", "H", "H", "H", "H", "H", "S", "C", "O", "C", "O", "H", "H", "H"],
  "coordinates": [[11.94, 17.16, 7.75], [6.74, 15.39, 8.54], [7.70, 16.21, 9.36], [7.31, 17.25, 10.11], [8.20, 17.97, 10.90], [9.56, 17.72, 10.81], [9.96, 16.73, 10.10], [11.65, 16.26, 9.90], [9.03, 15.79, 9.52], [7.82, 19.14, 11.79], [5.92, 15.11, 9.18], [7.21, 14.50, 8.06], [6.37, 15.98, 7.71], [6.26, 17.55, 9.96], [9.48, 15.30, 8.75], [6.77, 19.14, 12.09], [7.89, 20.16, 11.28], [8.52, 19.24, 12.58], [13.15, 14.85, 5.49], [13.69, 14.08, 6.57], [14.26, 14.64, 7.68], [14.40, 16.39, 7.97], [14.70, 13.68, 8.47], [14.44, 12.43, 7.90], [14.49, 11.16, 8.42], [14.05, 10.10, 7.60], [13.54, 10.36, 6.33], [13.42, 11.65, 5.86], [13.80, 12.70, 6.67], [13.88, 15.57, 5.17], [12.20, 15.34, 5.79], [12.84, 14.14, 4.74], [15.00, 13.90, 9.40], [14.84, 10.96, 9.42], [14.10, 9.07, 7.99], [13.11, 9.59, 5.74], [13.00, 11.82, 4.88], [7.00, 10.80, 5.19], [8.55, 11.12, 6.32], [9.96, 12.37, 5.76], [9.34, 9.46, 6.69], [10.49, 9.41, 7.50], [11.17, 8.22, 7.70], [10.76, 7.04, 7.09], [9.64, 7.13, 6.23], [8.93, 8.31, 6.07], [8.03, 11.57, 8.10], [8.87, 12.27, 8.98], [8.36, 12.69, 10.23], [7.08, 12.33, 10.62], [6.25, 11.56, 9.76], [6.76, 11.17, 8.51], [10.89, 10.31, 7.94], [12.02, 8.26, 8.39], [11.27, 6.10, 7.22], [9.30, 6.22, 5.78], [8.06, 8.35, 5.39], [9.90, 12.52, 8.67], [8.93, 13.37, 10.94], [6.67, 12.67, 11.56], [5.21, 11.33, 10.04], [6.12, 10.67, 7.80], [11.34, 18.24, 5.81], [8.51, 15.54, 5.62], [9.62, 16.31, 6.14], [9.68, 17.60, 5.71], [8.69, 18.22, 5.40], [8.38, 14.71, 6.27], [8.65, 15.15, 4.59], [7.65, 16.15, 5.61]],
  "nbo_charge": [0.3681, -0.6397, 0.1618, -0.2971, 0.0877, -0.5244, 0.2960, -0.4177, -0.6321, -0.6257, 0.2109, 0.2282, 0.2172, 0.1918, 0.4154, 0.1904, 0.1816, 0.2137, -0.4267, -0.3785, 0.2469, -0.1741, -0.5488, 0.0968, -0.2396, -0.2297, -0.2170, -0.2323, 0.2041, 0.2224, 0.2676, 0.2095, 0.4329, 0.2085, 0.2074, 0.2239, 0.2357, -0.7025, 1.1046, -0.7104, -0.2397, -0.2242, -0.2333, -0.2431, -0.2129, -0.2544, -0.3706, -0.1565, -0.2361, -0.2319, -0.2266, -0.2150, 0.2304, 0.1994, 0.1965, 0.1894, 0.2426, 0.2364, 0.2346, 0.1999, 0.1967, 0.2338, -0.4703, -0.2580, -0.5655, 0.6380, -0.6509, 0.2011, 0.1803, 0.1835]
}

---

2.
{
  "formula": "C28H29NO6",
  "method": "ωB97M-V/def2-TZVPD",
  "charge": 0,
  "gap_ev": 8.57,
  "smiles": "COC(=O)c1ccc([C@@H]2[C@@H](Oc3ccccc3C)C(=O)N2CCc2ccc(OC)c(OC)c2)cc1",
  "e_lumo_ev": 0.44,
  "e_homo_ev": -8.1,
  "symbols": ["C", "H", "H", "H", "O", "C", "O", "C", "C", "C", "C", "C", "C", "H", "H", "C", "N", "C", "O", "C", "O", "C", "C", "C", "C", "C", "C", "C", "H", "H", "H", "H", "H", "H", "H", "H", "C", "H", "H", "C", "C", "C", "C", "C", "C", "C", "H", "H", "O", "C", "H", "H", "H", "O", "C", "H", "H", "H", "H", "H", "H", "H", "H", "H"],
  "coordinates": [[0.92, 5.25, 4.30], [1.74, 5.79, 3.85], [0.03, 5.89, 4.38], [1.19, 4.91, 5.30], [0.65, 4.14, 3.45], [-0.36, 3.35, 3.82], [-1.02, 3.54, 4.82], [-0.57, 2.22, 2.88], [-1.59, 1.31, 3.16], [-1.82, 0.25, 2.30], [-1.05, 0.08, 1.16], [-0.02, 0.99, 0.90], [0.22, 2.05, 1.75], [1.01, 2.75, 1.53], [0.59, 0.86, 0.02], [-1.29, -1.06, 0.23], [-1.23, -0.74, -1.19], [-0.27, -1.64, -1.51], [0.26, -1.95, -2.54], [-0.10, -2.03, -0.02], [-0.16, -3.34, 0.45], [-1.18, -4.19, 0.10], [-2.08, -3.99, -0.93], [-3.06, -4.94, -1.19], [-3.14, -6.09, -0.43], [-2.23, -6.29, 0.60], [-1.25, -5.36, 0.88], [-0.26, -5.57, 1.98], [0.75, -5.61, 1.57], [-0.29, -4.73, 2.68], [-0.46, -6.49, 2.51], [-2.29, -7.19, 1.19], [-3.91, -6.82, -0.63], [-3.76, -4.77, -2.00], [-2.02, -3.12, -1.56], [0.84, -1.64, 0.38], [-2.06, 0.17, -1.94], [-2.42, 0.92, -1.24], [-2.92, -0.38, -2.36], [-1.28, 0.84, -3.08], [-0.14, 1.66, -2.53], [1.15, 1.16, -2.57], [2.22, 1.84, -2.00], [1.98, 3.08, -1.38], [0.68, 3.58, -1.37], [-0.37, 2.88, -1.92], [-1.37, 3.30, -1.88], [0.53, 4.54, -0.89], [2.89, 3.88, -0.75], [4.28, 3.69, -0.94], [4.63, 2.78, -0.47], [4.54, 3.68, -2.00], [4.75, 4.55, -0.47], [3.49, 1.33, -1.98], [3.74, 0.11, -2.64], [3.52, 0.17, -3.71], [3.16, -0.71, -2.20], [4.80, -0.09, -2.49], [1.31, 0.21, -3.05], [-1.98, 1.48, -3.63], [-0.90, 0.07, -3.75], [-2.22, -1.59, 0.50], [-2.62, -0.45, 2.52], [-2.18, 1.46, 4.05]],
  "nbo_charge": [-0.2582, 0.1959, 0.1940, 0.1933, -0.5056, 0.7773, -0.5952, -0.1880, -0.1517, -0.2306, 0.0571, -0.2709, -0.0987, 0.2290, 0.2298, -0.1033, -0.4219, 0.6620, -0.6078, 0.0308, -0.4919, 0.3615, -0.3021, -0.2011, -0.2320, -0.1857, -0.0785, -0.6233, 0.2249, 0.2232, 0.2124, 0.2090, 0.2131, 0.2135, 0.2142, 0.2156, -0.2107, 0.2139, 0.2001, -0.4196, -0.0267, -0.3189, 0.2949, 0.2328, -0.2361, -0.2233, 0.2108, 0.2273, -0.5023, -0.2395, 0.1858, 0.1784, 0.1867, -0.5242, -0.2531, 0.1797, 0.1856, 0.1986, 0.2421, 0.2190, 0.2329, 0.2058, 0.2132, 0.2363]
}

---

3.
{
  "formula": "C28H30AsBN2ORe",
  "method": "ωB97M-V/def2-TZVPD",
  "multiplicity": 2,
  "s2": 0.758,
  "charge": 2,
  "gap_ev": [7.12, 7.35],
  "e_lumo_ev": [-7.51, -7.25],
  "e_homo_ev": [-14.6, -14.6],
  "symbols": ["Re", "C", "N", "C", "C", "C", "C", "C", "C", "C", "C", "H", "H", "H", "H", "H", "H", "H", "H", "H", "H", "H", "H", "B", "C", "N", "H", "H", "H", "O", "As", "C", "C", "C", "C", "C", "C", "C", "C", "C", "C", "C", "C", "C", "C", "C", "C", "C", "C", "H", "H", "H", "H", "H", "H", "H", "H", "H", "H", "H", "H", "H", "H", "H"],
  "coordinates": [[-0.08, -0.64, -0.23], [-0.32, -1.43, 2.66], [0.74, -1.08, 1.66], [1.56, 0.02, 2.23], [1.60, -2.30, 1.45], [0.89, -3.22, 0.50], [1.08, -4.59, 0.49], [0.39, -5.36, -0.43], [-0.49, -4.78, -1.34], [-0.67, -3.41, -1.36], [0.01, -2.60, -0.43], [0.17, -1.67, 3.61], [-0.89, -2.29, 2.31], [-0.98, -0.58, 2.80], [2.01, -0.31, 3.16], [0.91, 0.88, 2.43], [2.34, 0.30, 1.52], [1.82, -2.76, 2.41], [2.55, -1.95, 1.02], [1.75, -5.06, 1.19], [0.52, -6.43, -0.44], [-1.03, -5.41, -2.04], [-1.36, -2.96, -2.06], [-4.40, 0.53, 0.98], [-2.98, 0.14, 0.62], [-1.88, -0.17, 0.35], [-4.48, 0.39, 2.17], [-4.48, 1.67, 0.60], [-5.10, -0.20, 0.32], [1.54, 0.09, -0.84], [1.79, 0.93, -2.37], [0.54, -0.06, -3.43], [0.78, -0.81, -4.56], [-0.27, -1.49, -5.17], [-1.55, -1.43, -4.65], [-1.80, -0.69, -3.50], [-0.76, -0.01, -2.88], [1.15, 2.69, -2.03], [1.72, 3.72, -2.78], [1.27, 5.02, -2.60], [0.27, 5.29, -1.68], [-0.28, 4.26, -0.92], [0.15, 2.96, -1.10], [3.65, 1.00, -2.70], [4.40, 1.69, -1.75], [5.77, 1.78, -1.91], [6.37, 1.20, -3.02], [5.62, 0.52, -3.97], [4.24, 0.41, -3.81], [1.77, -0.87, -4.99], [-0.08, -2.07, -6.06], [-2.36, -1.95, -5.14], [-2.80, -0.62, -3.09], [-1.01, 0.69, -2.07], [2.51, 3.52, -3.49], [1.71, 5.82, -3.18], [-0.07, 6.30, -1.54], [-1.06, 4.48, -0.20], [-0.29, 2.18, -0.48], [3.93, 2.16, -0.89], [6.37, 2.31, -1.19], [7.44, 1.28, -3.15], [6.09, 0.07, -4.83], [3.66, -0.12, -4.55]],
  "nbo_charge": [1.4341, -0.4239, -0.3622, -0.4254, -0.2659, -0.0131, -0.2101, -0.1030, -0.1995, -0.1744, -0.2388, 0.2267, 0.2351, 0.2335, 0.2297, 0.2277, 0.2263, 0.2379, 0.2353, 0.2403, 0.2450, 0.2435, 0.2243, -0.6273, 0.6311, -0.7519, 0.0825, 0.0925, 0.0936, -0.9846, 1.9398, -0.2907, -0.2080, -0.1481, -0.1694, -0.1492, -0.3350, -0.4568, -0.1222, -0.2013, -0.1458, -0.1741, -0.2023, -0.3492, -0.2012, -0.1908, -0.1406, -0.1787, -0.2085, 0.2339, 0.2511, 0.2525, 0.2524, 0.2369, 0.2252, 0.2468, 0.2475, 0.2440, 0.1905, 0.2322, 0.2463, 0.2470, 0.2458, 0.2209]
}

---

Max |F| for the records above, in order: 0.0449, 0.0112, 0.0106 hartree/bohr